129
Properties=species:S:1:pos:R:3:forces:R:3 method="wB97M-V/def2-TZVPD" e_homo_ev=-9.532 total_charge=0 mol_weight_g_mol=971.84 fmax_ev_per_a=2.08 relative_energy_kcal_mol=0.00 total_energy_ha=-4485.278136 orbital_gap_ev=6.595
C -0.517631 4.092101 3.205049 -0.189 0.281 0.399
C -0.383483 5.529739 2.680907 0.338 -0.231 0.336
C 0.226910 5.673429 1.255198 -0.436 0.468 -0.051
C 0.088238 4.440841 0.420243 -0.393 -0.055 -0.065
C -0.944300 4.147530 -0.390468 0.163 -0.091 -0.118
P -2.366331 5.278400 -0.594866 -0.325 0.198 0.573
N -3.227775 5.532870 0.689318 0.520 -0.269 -0.189
C -0.947342 2.875607 -1.162760 -0.023 0.702 0.356
O -1.639238 2.777757 -2.149146 -0.029 -0.531 -0.395
C -0.081995 1.731150 -0.702181 0.184 -0.330 0.185
C -0.427355 0.354176 -1.157340 -0.561 0.614 -0.350
P -0.197963 -0.091150 -2.919734 -0.341 -2.041 -0.203
O -0.045874 -1.545241 -3.006263 -0.224 0.219 -0.160
O 1.109513 0.633053 -3.498768 -0.521 0.701 0.113
O -1.468073 0.338721 -3.789660 0.781 0.886 0.109
C 0.943331 2.046161 0.102211 0.019 -0.154 -0.191
S 2.036568 0.802622 0.779502 0.289 0.289 1.459
O 2.838259 1.401236 1.796894 0.027 0.127 -0.250
O 1.294400 -0.368320 1.148951 -0.072 -0.094 -0.587
C 3.239307 0.414074 -0.612370 0.337 0.159 -0.181
F 4.474341 0.632749 -0.134096 -0.284 -0.025 -0.065
F 3.007185 1.304594 -1.599805 0.042 -0.234 0.222
C 3.171035 -1.047583 -1.107601 -0.059 -0.352 0.083
F 1.913380 -1.358762 -1.471009 0.851 0.179 0.303
F 3.549953 -1.839536 -0.080988 -0.101 0.231 -0.226
C 4.101589 -1.367521 -2.316303 -0.497 -0.388 0.002
F 3.860243 -0.523051 -3.321567 0.136 0.131 -0.022
F 3.818196 -2.597292 -2.726151 0.029 -0.083 -0.055
F 5.377591 -1.314346 -1.985599 0.232 0.241 0.114
C 1.223953 3.467465 0.478837 -0.574 -0.162 -0.058
O 2.310849 3.849640 0.782872 1.071 0.239 0.154
H -1.142634 4.105381 4.104026 0.089 -0.060 -0.084
H 0.445159 3.679809 3.522023 -0.065 -0.103 -0.280
H -1.016180 3.417541 2.502552 0.123 0.004 -0.004
H -1.341343 6.048042 2.753196 0.028 -0.120 -0.290
H 0.290153 6.054227 3.365536 -0.134 0.043 -0.076
H -0.284417 6.495703 0.741403 0.066 -0.064 0.102
H 1.271219 5.966710 1.349647 0.050 -0.288 -0.174
H -3.072880 4.763730 -1.689141 0.154 0.020 -0.134
H -1.767522 6.430909 -1.148104 -0.004 -0.076 -0.128
H -2.871955 4.986201 1.467823 -0.277 0.130 0.111
H 0.098559 -0.420800 -0.604146 -0.168 0.148 -0.192
H -1.499073 0.196802 -0.976363 0.082 -0.103 -0.161
H 1.120146 1.600022 -3.434348 0.112 -0.135 -0.055
H -1.280461 1.143711 -4.295391 -0.434 -0.039 0.021
C 3.148453 -2.352661 -6.548033 -0.029 0.189 0.176
O 3.498416 -0.980849 -6.394945 -0.008 -0.043 -0.093
H 3.020858 -2.541829 -7.611722 0.050 0.015 -0.021
H 3.938322 -3.005386 -6.167812 -0.053 -0.083 -0.031
H 2.210240 -2.570508 -6.029819 0.013 -0.132 -0.023
H 3.604732 -0.813692 -5.454851 -0.038 0.041 -0.044
C -1.409522 0.207429 3.615647 0.264 -0.134 -0.285
O -0.617079 -0.924539 3.252335 -0.263 -0.079 0.036
H -2.188356 -0.137478 4.289835 -0.022 0.021 0.015
H -0.806747 0.953120 4.129136 -0.074 0.071 0.069
H -1.879546 0.654824 2.730829 -0.067 -0.011 0.041
H 0.084909 -0.610918 2.671874 0.070 -0.193 -0.007
C 1.939174 -0.178188 5.606159 0.164 0.109 0.016
O 1.670380 1.143448 6.072772 -0.036 -0.065 -0.019
H 1.030888 -0.767963 5.706107 -0.054 0.067 0.000
H 2.231846 -0.162361 4.553551 0.003 -0.082 -0.008
H 2.734676 -0.635255 6.198516 -0.012 -0.078 -0.046
H 2.483594 1.649227 5.973403 0.015 -0.033 0.081
C 7.408425 2.122365 -1.723822 -0.174 -0.049 0.167
O 7.684315 1.725707 -0.386381 -0.008 0.015 -0.093
H 8.353908 2.228427 -2.249004 0.048 -0.019 0.063
H 6.805666 1.368125 -2.238888 0.013 0.044 -0.086
H 6.883624 3.081667 -1.745618 0.012 0.007 -0.103
H 6.840007 1.639154 0.065703 0.069 -0.011 0.065
C -2.716342 -2.367872 -5.712183 0.079 0.185 0.440
O -2.960217 -2.465416 -4.314718 -0.016 0.012 -0.160
H -3.599431 -2.728993 -6.229320 -0.033 -0.010 -0.015
H -2.540747 -1.325936 -6.004140 0.006 -0.028 -0.096
H -1.860345 -2.975122 -6.007440 -0.005 -0.012 -0.123
H -2.169079 -2.143506 -3.868925 0.080 -0.070 0.151
C 0.871570 -2.771696 -9.829416 0.008 0.146 0.209
O 1.231031 -1.405877 -9.653915 -0.021 -0.111 -0.032
H 0.742248 -2.957347 -10.892663 0.023 0.091 -0.035
H 1.658378 -3.432692 -9.454205 -0.072 -0.098 -0.031
H -0.067605 -2.992509 -9.315376 0.008 -0.142 -0.022
H 1.336958 -1.259996 -8.708552 0.044 0.121 -0.045
C -1.931670 2.386741 7.163581 0.226 -0.248 -0.001
O -1.176844 1.478372 6.372205 -0.259 0.048 0.249
H -2.867777 2.570327 6.639652 -0.025 0.023 0.035
H -2.145852 1.948203 8.141539 -0.096 0.163 0.056
H -1.408092 3.336679 7.302275 -0.021 0.017 -0.001
H -0.338509 1.303374 6.818646 0.155 0.113 -0.261
C -3.539689 -4.502317 -9.094737 -0.014 -0.058 0.172
O -2.814701 -4.582471 -7.873857 -0.051 -0.106 -0.228
H -2.886020 -4.040071 -9.830356 0.017 0.009 -0.003
H -3.828789 -5.493401 -9.454422 -0.010 0.022 -0.058
H -4.436659 -3.886047 -8.984061 0.000 0.007 -0.066
H -3.386788 -4.990772 -7.217180 0.083 0.020 0.045
C -1.024627 -3.854929 5.926439 0.105 0.064 -0.109
O -0.438831 -4.027822 4.638051 -0.225 0.007 -0.067
H -0.868192 -4.776218 6.482375 0.011 -0.010 -0.008
H -0.547513 -3.032446 6.466227 -0.011 -0.021 0.047
H -2.096133 -3.659861 5.861148 -0.061 0.008 0.035
H -0.575298 -3.208337 4.146698 0.124 0.135 -0.045
C -1.858472 -3.583593 -0.351569 0.019 0.095 -0.081
O -1.835145 -2.153544 -0.359591 0.025 0.132 0.208
H -1.834603 -3.911524 -1.387607 0.003 0.055 -0.030
H -0.985527 -3.978541 0.170867 -0.024 -0.080 0.002
H -2.761778 -3.958100 0.128974 0.028 -0.067 0.004
H -1.848443 -1.871659 0.562034 -0.022 -0.056 0.017
C -4.562065 -0.094558 7.572775 0.259 -0.107 -0.142
O -3.690577 -1.153361 7.190484 -0.062 0.015 -0.038
H -5.334502 -0.509809 8.215066 0.012 -0.068 -0.014
H -4.011515 0.666590 8.128440 -0.148 0.088 0.035
H -5.034782 0.357363 6.696342 -0.058 0.075 0.067
H -3.004165 -0.775761 6.629803 0.049 0.008 0.080
C -4.527252 2.038546 -4.148289 0.179 0.064 0.217
O -4.783849 1.935859 -2.754201 -0.021 0.078 -0.053
H -5.429058 1.752037 -4.682499 -0.038 -0.017 0.055
H -4.266971 3.067616 -4.417689 -0.018 -0.028 -0.125
H -3.715874 1.366484 -4.437677 -0.066 -0.022 -0.126
H -3.974276 2.191021 -2.301764 -0.015 -0.073 0.022
C 5.880761 -0.247721 5.210730 0.008 0.149 0.023
O 5.266916 0.858055 5.867996 -0.071 -0.004 -0.035
H 5.186284 -1.082430 5.262246 -0.019 0.003 0.009
H 6.083200 -0.021473 4.161130 0.002 -0.054 -0.015
H 6.812334 -0.532388 5.705084 -0.003 -0.051 -0.022
H 5.875476 1.601189 5.826342 -0.034 -0.005 0.026
C -3.530315 -4.341198 3.295972 0.214 -0.084 -0.070
O -2.546185 -5.083161 2.593595 -0.025 0.007 0.018
H -4.440971 -4.362319 2.700869 -0.010 0.013 -0.012
H -3.742566 -4.781102 4.273391 -0.052 0.035 0.045
H -3.223314 -3.298222 3.431806 -0.062 0.024 0.036
H -1.734637 -5.067300 3.116577 0.006 0.051 0.095